No. 1
A 2-piece molecular cluster, C3H11N2 overall, computed with ωB97M-V/def2-TZVPD.

Geometry as ORCA input:
```
! wB97M-V def2-TZVPD RIJCOSX def2/J DEFGRID3
* xyz 0 2
C 0.90900 2.03732 0.44769
N 1.01554 0.52722 0.91484
H 1.04753 2.65888 1.36888
H 1.70543 2.22581 -0.26771
H -0.08362 2.26941 0.06364
H 0.72715 -0.20882 -0.48653
H 0.77404 0.60384 1.93608
H 2.02615 0.31067 1.11978
C -1.78441 -1.86427 0.12076
C -0.75338 -1.67792 -0.81919
N -0.12616 -0.34525 -1.06894
H -2.16662 -0.95293 0.62332
H -2.11670 -2.86398 0.14541
H -0.24242 -2.49099 -1.28436
H -0.94002 0.14861 -0.67006
H 0.00849 -0.37760 -2.14360
*
```

Calculated values
- ΔE to the lowest compared entry with this formula, charge and spin: 358.9 kJ/mol
- Orbital gap (alpha / beta): 3.70 / 8.36 eV
- Total energy: -230.1963 Eh



No. 2
C15H17MnNO8P2SSe as an isolated structure, computed with ωB97M-V/def2-TZVPD.

Geometry as ORCA input:
```
! wB97M-V def2-TZVPD RIJCOSX def2/J DEFGRID3
* xyz -2 6
Mn -0.58388 0.54783 0.29024
C -2.35375 -3.18412 3.34048
C -1.61097 -2.14896 2.50678
O -0.24068 -2.24168 2.85210
P -2.15908 -0.45478 2.91894
O -3.67618 -0.31374 2.46511
O -2.33931 -0.36746 4.51966
O -1.23027 0.61339 2.46624
P -2.02912 -2.35720 0.67527
O -0.74117 -2.99030 0.01381
O -3.20590 -3.24997 0.54048
O -2.20755 -0.89324 0.23414
H -2.07736 -3.07376 4.39106
H -2.07364 -4.17869 2.99328
H -3.43200 -3.08090 3.22545
H 0.32496 -1.76826 2.18397
H -3.64693 -0.41582 1.48617
H -1.57642 0.11473 4.85963
H 0.04640 -2.35397 0.03416
O -0.55374 0.28545 -2.05974
S 0.69425 -0.37054 -2.56622
C 0.44957 -0.18739 -4.37335
C -0.69102 0.44089 -4.84127
C -0.90128 0.54070 -6.21269
C 0.02041 0.01010 -7.10212
C 1.15811 -0.63061 -6.62217
C 1.36963 -0.73549 -5.25667
C 1.99942 0.86739 -2.51704
C 3.32358 0.46954 -2.56432
C 4.31635 1.43678 -2.55603
C 3.97528 2.78222 -2.47449
C 2.64164 3.16068 -2.39838
C 1.63987 2.20102 -2.42712
H -1.38907 0.84135 -4.11669
H -1.79069 1.03674 -6.58282
H -0.14625 0.08793 -8.17018
H 1.87828 -1.05110 -7.31421
H 2.25510 -1.23407 -4.87821
H 3.57468 -0.58415 -2.54484
H 5.35784 1.13872 -2.57426
H 4.75464 3.53495 -2.44223
H 2.37183 4.20414 -2.29338
H 0.59601 2.47231 -2.32357
Se 1.53800 -0.78234 0.41773
N -1.00984 3.83366 -0.36921
C -0.92159 2.70119 -0.12818
*
```

Calculated values
- ΔE to the lowest compared entry with this formula, charge and spin: 23.9 kJ/mol
- Orbital gap (alpha / beta): 5.09 / 5.22 eV
- Total energy: -5872.1505 Eh



No. 3
C36H34Cl2IN6O5SZr as an isolated structure, computed with ωB97M-V/def2-TZVPD.

Geometry as ORCA input:
```
! wB97M-V def2-TZVPD RIJCOSX def2/J DEFGRID3
* xyz -1 1
Zr 0.35690 0.05740 -1.36622
C -4.14584 -0.79972 -0.82772
C -3.24639 -2.00042 -0.82010
N -3.76807 -3.17881 -0.51279
C -2.94084 -4.22108 -0.43577
C -1.57733 -4.15089 -0.64454
C -0.74637 -5.39155 -0.42782
O 0.37642 -5.19180 0.42421
C -0.99511 -2.91399 -0.99946
C 0.45182 -2.90374 -1.29576
N 1.39752 -2.19346 -0.60626
C 2.76437 -2.04575 -1.09632
C 3.32135 -3.15117 -1.72837
C 4.55111 -3.06487 -2.35851
C 5.24352 -1.86480 -2.35355
C 4.72778 -0.78238 -1.65866
C 3.51535 -0.82995 -0.98472
I 1.37561 -0.74301 -3.93604
C -1.88653 -1.82110 -1.11005
O -1.50557 -0.57615 -1.46880
H -5.14456 -1.10097 -0.51959
H -4.18615 -0.34077 -1.81787
H -3.76202 -0.04093 -0.14302
H -3.39269 -5.16918 -0.15679
H -0.33573 -5.76569 -1.36763
H -1.39680 -6.17477 -0.02350
H 0.05416 -4.89446 1.28355
H 0.89365 -3.70781 -1.87024
H 2.79446 -4.09544 -1.71821
H 4.95848 -3.93494 -2.85764
H 6.18826 -1.77954 -2.87609
H 5.26678 0.15840 -1.63611
C -1.29109 3.92024 3.34669
C -0.20318 4.24985 2.33243
N -0.69405 4.32606 0.96267
C -1.30401 5.58415 0.53141
C -2.82797 5.55855 0.53432
C -0.68386 3.24929 0.14613
S -0.10477 1.77043 0.71552
N -1.19884 3.50271 -1.08181
C -1.03839 2.75696 -2.12979
O -0.21877 1.78087 -2.32166
C -1.86246 3.10632 -3.32717
C -2.50501 4.33760 -3.41915
C -3.23931 4.65622 -4.54945
C -3.34008 3.74372 -5.59231
C -2.70463 2.51355 -5.50099
C -1.96218 2.19466 -4.37390
H -0.85116 3.78539 4.33614
H -1.79149 2.99218 3.06932
H -2.03495 4.71554 3.41226
H 0.57373 3.48924 2.36810
H 0.26454 5.20944 2.56275
H -0.93808 5.82907 -0.46421
H -0.94295 6.35194 1.21736
H -3.19031 4.76845 -0.12117
H -3.21651 6.51407 0.17564
H -3.22027 5.38396 1.53625
H -2.41251 5.03604 -2.59837
H -3.73142 5.61820 -4.62023
H -3.91128 3.99434 -6.47772
H -2.77928 1.80111 -6.31241
H -1.45731 1.24045 -4.29511
O 2.84137 1.52927 -0.84122
C 3.12284 0.47656 -0.14624
C 3.84322 0.39996 1.29207
C 3.46835 -0.92144 2.15474
C 2.06672 -1.62437 2.24770
O -0.72897 -1.53382 1.98032
N 1.89633 -0.00602 0.45556
H 3.46158 1.27059 1.82755
H 4.93664 0.42486 1.26037
H 3.72179 -0.67753 3.18761
H 4.19234 -1.66738 1.80762
Cl 1.12872 -1.20870 0.89379
C 1.55058 -2.34643 3.32117
C 2.53850 -2.89982 4.21308
C 2.22631 -3.64586 5.29507
C 0.86351 -3.91369 5.61832
C -0.11266 -3.38371 4.85325
Cl -1.76038 -3.66836 5.32118
C 0.12782 -2.58445 3.67331
N -0.96684 -2.06065 3.09004
H 3.57924 -2.73366 3.97284
H 3.01667 -4.06016 5.90751
H 0.59661 -4.53248 6.46327
*
```

Calculated values
- ΔE to the lowest compared entry with this formula, charge and spin: 1617.3 kJ/mol
- Orbital gap: 5.16 eV
- Total energy: -3760.0467 Eh